[1]
61
Properties=species:S:1:pos:R:3:forces:R:3 method="wB97M-V/def2-TZVPD" homo_lumo_gap_ev=3.59 lumo_ev=2.29 total_charge=-1 e_tot_ha=-1437.1445 spin_multiplicity=1 homo_ev=-1.298
O 3.33870 -2.50175 2.14906 -0.04 0.10 0.13
O 1.70384 2.66646 -0.12135 -0.12 0.02 -0.02
O 0.85613 3.04091 -2.07838 -0.05 0.06 0.10
O 2.51432 4.37979 -1.34300 -0.08 0.14 0.07
O -0.96453 1.38408 -5.60686 0.05 0.05 0.00
O -4.09053 -1.47401 3.69864 0.03 -0.07 -0.01
O -2.56851 0.68882 -7.03234 -0.01 0.00 0.01
O -2.64397 0.01248 -4.98274 -0.01 -0.07 0.07
O -5.57051 -0.80137 5.11912 0.01 -0.01 0.02
O -3.95429 0.63937 4.49054 0.06 0.02 0.01
N 0.44116 -1.33341 2.96768 0.06 0.21 -0.12
C 0.35278 -1.97003 1.62453 0.05 -0.08 0.18
C 4.49061 -1.97088 1.54581 -0.01 -0.27 -0.20
C -6.07895 0.23290 5.95597 -0.02 -0.04 -0.01
C 0.93620 -1.04299 0.57815 -0.09 0.02 -0.04
C 0.76336 -1.53417 -0.87007 0.01 -0.05 -0.04
C -1.92310 1.45209 -8.05235 -0.03 -0.01 -0.02
C 1.75358 3.45534 -1.18351 0.33 -0.17 -0.15
C 2.60649 3.02257 0.93180 -0.11 -0.04 0.06
C -4.46603 -0.45030 4.42942 -0.11 0.07 -0.03
C 0.79856 3.84975 -3.25649 -0.10 -0.04 -0.03
C 4.70386 -0.53905 2.01376 -0.16 0.07 0.05
C -2.88382 -1.27502 2.91433 0.03 -0.08 -0.07
C 2.56609 -3.37073 1.32149 0.08 0.25 -0.04
C -2.05260 -0.07251 -3.67043 -0.03 -0.01 0.03
C -1.96245 0.75105 -5.84028 0.00 0.06 -0.05
C 1.09440 -3.30828 1.71523 -0.18 -0.19 -0.03
H -6.35545 1.10727 5.36823 -0.01 0.00 0.00
H 4.35203 -1.99373 0.45664 0.15 0.08 0.00
H 0.02220 3.40978 -3.87567 0.02 -0.02 0.00
H 4.22025 -0.40897 2.98403 0.13 -0.05 0.02
H 1.37323 -0.91674 3.12917 0.03 -0.11 -0.01
H -6.95397 -0.19131 6.44087 -0.01 0.02 0.02
H -1.89536 2.50698 -7.78464 -0.01 0.01 0.00
H -1.05792 -0.50214 -3.73635 0.06 -0.02 0.02
H -3.02215 -0.44247 2.22858 0.01 0.00 0.00
H -0.18856 -0.54036 2.97849 0.00 0.08 0.03
H -1.99100 0.91385 -3.21661 0.00 0.00 0.01
H -5.33896 0.52983 6.69784 0.00 0.00 0.01
H 1.64714 -1.35257 -1.49491 -0.04 0.06 0.05
H -2.71670 -2.19420 2.36749 0.01 0.01 -0.01
H 5.36541 -2.60274 1.76654 -0.01 0.04 0.07
H 0.43791 -0.07088 0.67596 0.10 -0.02 -0.03
H -2.03560 -1.09544 3.56573 -0.02 -0.02 0.06
H 0.55588 -2.60738 -0.89630 0.01 0.02 0.03
H 0.55047 4.87653 -2.99100 0.00 0.01 -0.04
H 0.61949 -4.09916 1.10744 0.01 0.05 -0.02
H 1.75194 3.83774 -3.78133 0.02 -0.02 0.02
H 2.40372 4.04155 1.25777 0.06 0.00 0.03
H 5.76089 -0.28186 2.10360 0.01 0.01 -0.05
H -0.90512 1.09993 -8.20937 0.00 0.00 0.00
H -2.70729 -0.72080 -3.09898 0.00 0.01 0.02
H 2.70033 -3.04139 0.28118 -0.10 -0.07 0.00
H 3.64076 2.94368 0.60201 -0.02 0.00 -0.05
H 2.02021 -0.82032 0.75218 0.02 0.00 -0.01
H -2.52118 1.30123 -8.94593 0.01 0.01 -0.02
H -0.08236 -1.03440 -1.34646 -0.08 -0.04 -0.04
H 2.95194 -4.40135 1.38846 0.03 0.01 0.04
H 2.40817 2.31576 1.73151 0.00 -0.03 -0.02
H 4.21769 0.15154 1.32147 0.05 0.03 0.08
H 1.01118 -3.64861 2.75462 -0.04 -0.02 -0.08


[2]
217
Properties=species:S:1:pos:R:3:forces:R:3 method="wB97M-V/def2-TZVPD" homo_lumo_gap_ev=6.00 lumo_ev=-14.10 total_charge=+7 e_tot_ha=-4446.3382 spin_multiplicity=1 de_lowest_kcal_mol=97.8 homo_ev=-20.103
Cl 0.78589 -2.92223 1.16629 0.08 -0.07 -0.12
Cl 0.18295 4.15073 1.79193 0.21 -0.33 -0.27
O 7.10609 -5.77342 -3.24823 -0.67 5.45 -5.35
N 5.99598 6.86526 1.28618 -0.61 1.88 1.08
N 3.12896 -0.39634 5.55894 0.89 0.55 -0.48
N -1.58720 6.63519 -1.53510 0.04 0.21 1.33
N 1.64633 0.81221 -0.07272 0.13 0.16 -0.22
N -3.61279 0.53395 6.69119 -0.69 0.02 -0.22
N -1.12370 -5.52680 3.61198 0.16 -0.16 -0.45
N -3.57017 1.59483 4.78811 0.06 -0.37 1.35
N 3.55452 1.28058 -1.05898 0.20 -1.69 0.87
N 6.99690 -4.82516 -4.18027 0.76 -5.82 5.69
N 3.13311 1.53714 4.55704 -0.73 -0.08 -0.25
N 0.45612 -2.92061 -2.99391 -0.48 -1.24 0.26
N -0.11951 -1.58608 -4.58580 -0.74 0.45 -0.84
N -7.17797 -3.02886 -1.20369 0.47 0.60 0.05
N 4.22024 7.44842 2.40170 -0.03 -0.10 0.56
N 0.02828 -7.14193 2.66610 0.35 1.73 0.96
C 3.47463 -1.77051 5.93929 0.11 -0.21 0.62
C 2.14147 0.34735 6.10755 -0.69 2.09 0.69
C -2.31180 0.88176 6.45932 0.76 0.50 -1.00
C -0.68177 0.47347 0.64461 -1.15 0.22 -1.05
C 1.09500 10.52237 -0.11892 -0.18 1.83 1.40
C -1.60343 -4.14072 3.83050 -0.48 -0.09 -0.72
C 0.59703 9.16715 0.23605 -0.37 -0.81 0.15
C -5.84816 -5.21140 1.73947 -0.16 0.77 0.17
C 0.77211 -1.64222 -2.53715 -1.56 -0.26 -2.14
C 5.64225 -3.60701 -2.53301 0.27 0.88 0.73
C -5.23362 -1.23262 7.55942 0.74 -0.46 0.06
C 0.36721 -0.77259 -3.54581 0.21 -1.17 0.01
C 1.20953 -7.74588 2.00297 -0.05 0.07 1.39
C -0.24491 8.67310 -0.93113 -0.18 -0.81 0.28
C 4.92459 6.28926 0.67235 -0.79 -0.34 0.18
C -6.88832 -1.68696 -0.70469 -0.70 1.75 -0.88
C 2.14277 1.59080 5.50074 0.11 -0.94 0.24
C -6.49104 -4.04973 -0.34122 0.73 -1.07 -0.77
C -8.65134 -3.24504 -1.28160 0.28 0.31 0.84
C 4.95697 0.94463 -1.40895 -0.52 -0.45 -0.56
C -4.33780 8.76646 -3.14165 -0.17 0.64 -0.65
C 3.35044 2.52393 3.52258 2.13 1.72 0.69
C -2.27550 7.58129 -2.56338 -0.36 -2.39 -0.54
C -1.25133 4.70589 -2.89177 -0.34 0.18 0.07
C -1.68762 -6.73185 4.00279 0.67 -1.00 -0.71
C 3.71778 0.35882 4.63011 0.51 -1.00 -0.47
C -4.36341 1.00041 5.71183 0.94 0.49 -1.08
C 6.54910 -2.81641 -6.22578 0.44 -0.27 -0.66
C -0.51338 5.82507 -2.18223 0.66 1.07 -0.40
C 5.97200 -5.85612 -6.10340 -0.55 0.14 -0.73
C 5.89035 -2.79482 -4.87963 -1.57 -0.35 0.96
C 7.87619 -2.69083 -3.35032 -0.22 0.01 0.28
C -6.53979 -2.98101 -2.56291 1.02 -1.02 0.21
C 7.57806 -3.94364 -6.33757 -0.24 0.39 -0.10
C -4.13375 -0.23786 7.85420 -0.24 1.29 0.69
C -0.95331 -7.76991 3.43251 -0.28 2.20 0.15
C 2.93385 0.49992 -0.14561 0.53 -0.23 -0.42
C -0.98059 -4.49326 -1.64402 0.08 1.00 -0.29
C -3.43403 8.37526 -2.00792 0.46 -0.78 1.12
C 3.30910 8.03025 3.44168 0.92 0.62 -0.84
C 5.54774 7.61523 2.30786 -0.13 0.24 -0.14
C -2.40649 5.54777 -0.89034 0.33 -1.00 -0.46
C -6.58720 -3.99356 1.16844 -1.10 1.13 0.05
C -1.10203 7.52376 -0.38568 -0.36 -0.32 -1.16
C 2.61743 2.09594 -1.58958 -0.56 0.86 -0.91
C -5.41380 -1.38037 -1.05522 -0.86 0.26 0.80
C 2.37214 -8.02710 2.94757 0.27 -1.21 0.81
C -5.20659 -2.26529 -2.33146 0.35 0.98 1.19
C -2.24258 1.55597 5.26081 -1.78 -0.55 0.04
C 2.55864 -2.77121 5.28125 -0.19 0.61 -0.22
C -10.49531 -4.77123 -1.68252 -0.13 -0.66 0.29
C 3.79477 6.58703 1.40228 0.83 0.31 -0.39
C -3.99346 2.03424 3.46472 0.70 -0.46 -0.50
C 7.26663 -5.20771 -5.59009 -0.63 -0.22 0.40
C -0.69410 -1.12244 -5.93084 1.69 -1.13 0.86
C 8.48795 -6.10142 -5.61349 -0.42 -0.47 1.99
C 6.60328 -3.49316 -3.72250 -0.15 0.56 0.07
C 7.39865 6.91418 0.88956 0.35 -0.60 -1.42
C 0.44563 -4.17565 -2.11107 0.13 0.89 -0.07
C 1.41010 1.78773 -1.03056 0.96 0.24 0.74
C -0.06390 -5.78155 2.82311 -0.46 -1.47 0.16
C -0.10506 -2.87271 -4.21695 1.03 1.12 1.25
C -2.52839 4.50968 -2.02096 -0.16 0.19 -0.55
C 0.74352 0.34524 1.02991 0.67 0.98 0.52
C -9.01054 -4.53957 -1.90908 -0.19 -0.58 -0.12
C 7.70346 5.58039 0.25084 1.89 -1.87 0.92
C -10.90528 -6.15048 -2.19662 -0.02 0.00 0.27
H -3.35436 5.95531 -0.59826 -0.38 0.06 0.36
H -7.19860 -2.53516 -3.30727 -0.06 0.19 0.34
H 1.07097 -3.88977 -1.28330 0.00 0.16 0.62
H -8.49635 -5.36784 -1.41486 -0.02 0.02 -0.10
H 7.72484 -4.14022 -7.40328 0.32 -0.28 0.30
H -1.74342 -1.23949 -5.92815 -1.15 0.22 0.23
H 8.34113 -7.02059 -5.04290 -0.10 0.09 -0.06
H -1.39364 0.26329 1.46524 0.62 -0.36 -0.44
H -1.06699 -8.84257 3.53287 0.09 0.23 -0.15
H -0.62701 6.82563 0.35186 -0.13 0.85 -0.59
H -3.02049 9.19939 -1.42854 -0.34 0.33 -0.14
H 2.19925 -3.38943 6.06620 -0.62 -0.81 0.38
H 0.36286 0.32403 -3.62561 0.11 -0.87 0.02
H -10.76511 -6.22200 -3.26550 -0.20 0.08 -0.40
H 1.41717 8.41808 0.39251 -0.37 0.66 -0.13
H 5.59627 1.27941 -0.63505 0.63 0.38 0.81
H -8.70667 -4.56938 -2.96610 -0.40 -0.01 0.14
H 3.43944 -0.36025 0.29203 -0.44 0.38 0.28
H -0.91328 1.49986 0.35701 0.08 0.19 0.14
H 7.57759 7.73136 0.19520 -0.25 0.10 -0.16
H -3.10322 2.38855 2.96048 0.15 0.20 -0.12
H -9.10901 -2.35939 -1.72368 0.14 -0.12 -0.41
H -4.95746 -5.47809 1.19861 0.56 0.30 -0.44
H 4.71382 -4.08126 -2.82699 0.12 -0.83 0.14
H 4.89428 -3.30357 -4.93353 0.57 0.58 -0.08
H -7.37357 -1.49953 0.25351 0.72 -0.22 0.30
H 0.41545 8.30986 -1.73488 -0.03 0.09 0.29
H -4.89598 -1.62647 -3.14625 -0.09 -0.12 -0.39
H 3.02012 -3.39413 4.51737 -0.04 0.28 -0.10
H 7.50628 -1.76902 -2.86930 0.29 -0.40 -0.14
H -6.21119 -0.84114 7.36420 -0.33 0.66 -0.46
H -2.62003 6.93355 -3.41345 0.24 0.45 0.80
H -10.21356 -6.88671 -1.77897 -0.22 -0.12 0.18
H -4.71897 2.82089 3.45000 -0.44 0.40 0.44
H 5.13252 -5.16240 -6.21261 0.14 0.17 0.52
H 2.40398 7.44838 3.36496 -0.38 0.22 0.16
H -0.98695 -5.29006 -0.90134 -0.05 -0.14 -0.35
H 0.17003 5.46360 -1.39722 -0.35 0.14 -0.11
H -0.30766 -1.77309 -6.72490 0.15 0.22 0.32
H -6.35052 -4.00918 -2.82864 -0.14 -0.31 -0.44
H 5.72302 -1.80714 -4.43679 -0.15 0.12 -0.58
H 2.85525 2.89592 -2.28463 -0.05 -0.39 0.04
H -4.71920 -1.56761 -0.19663 -0.43 -0.03 -0.92
H 8.62273 -6.38423 -6.61209 0.69 -0.23 -1.51
H 0.97476 0.98717 1.89297 -0.10 0.04 -0.31
H -1.46846 1.98995 4.63807 0.04 -0.12 0.43
H 8.51237 -3.67587 -5.86915 0.53 0.69 -0.51
H 6.22899 -5.99295 -7.14974 0.00 -0.74 -0.20
H -5.42801 0.92746 5.66774 -0.35 -0.10 -0.13
H 6.18347 8.35548 2.84190 -0.74 -0.92 -0.16
H -5.41464 -4.02765 -0.60992 -0.70 -0.12 -0.03
H 6.14499 -3.99590 -1.63224 -0.49 -0.33 -0.53
H -1.45189 -3.61588 -1.18299 0.56 0.01 0.31
H -2.58153 -6.79947 4.59280 -0.02 0.11 0.18
H -6.21575 -3.03534 1.52940 0.68 -0.03 0.07
H -1.44942 8.14679 -2.93557 0.28 0.60 -0.30
H -0.45953 -3.73785 -4.76578 0.09 0.29 -0.07
H 0.58415 -4.99217 2.39553 -0.46 -0.66 0.06
H 2.77167 -7.09754 3.36655 -0.28 -0.09 0.07
H 2.74890 6.28817 1.26595 0.59 0.19 0.18
H -3.21091 -0.60598 8.26962 -0.07 -0.76 0.44
H 9.33216 -5.57384 -5.15183 0.00 -0.16 -0.53
H -4.37799 -2.91907 -2.07055 -0.12 -0.42 -0.51
H -11.93586 -6.43990 -1.94102 0.44 0.22 -0.11
H 0.49339 2.31196 -1.14315 -0.52 0.13 0.15
H -6.43913 -6.07510 1.68586 -1.14 -1.24 -0.23
H 7.98585 7.13813 1.75724 0.29 -0.19 0.55
H 5.32016 1.35932 -2.34363 -0.50 0.24 -0.12
H 5.04329 5.77059 -0.25855 -0.09 -0.26 0.07
H -0.84819 9.48045 -1.41174 0.32 -0.53 0.77
H -1.10153 -3.65600 4.63691 0.53 -0.01 0.75
H -7.66323 -3.86568 1.43714 0.61 -0.93 0.17
H -0.87286 -0.14088 -0.26342 -0.21 0.01 0.78
H 0.02574 6.51621 -2.84615 0.04 -0.52 0.10
H -2.68375 -4.06498 4.03115 0.43 -0.57 -0.19
H -11.02658 -3.95657 -2.12739 -0.67 0.37 -0.56
H -3.70743 9.17108 -3.93842 -0.17 0.10 -0.10
H 5.78818 -2.91587 -7.01683 0.32 0.12 0.31
H 7.12864 -1.92897 -6.43362 -0.19 0.53 -0.04
H 1.62622 2.52568 5.65545 -0.24 -0.28 0.19
H 1.74735 10.47110 -0.95589 0.82 0.02 -0.67
H -2.05560 7.90750 -0.00345 0.49 -0.03 0.46
H -10.71945 -4.69032 -0.60553 0.21 -0.12 -0.22
H 5.02185 -0.14929 -1.47264 0.00 0.35 -0.04
H -7.48036 -1.05726 -1.39234 0.19 0.02 0.29
H 7.50934 4.73678 0.95445 0.13 0.66 -0.15
H 3.19247 -8.44044 2.34199 -0.28 -0.01 0.16
H 1.60396 10.98021 0.74973 0.04 -0.05 -0.60
H 4.27674 2.27154 2.97542 -0.56 0.07 0.20
H -4.82952 7.88687 -3.55130 -0.17 -0.02 0.00
H 0.29711 11.25210 -0.41208 0.39 -0.81 0.39
H 3.52487 3.51074 4.01037 0.13 -0.71 -0.15
H 2.53954 2.74735 2.87332 -1.13 -0.56 -0.60
H 5.26817 -2.60865 -2.22435 0.63 -0.13 -0.46
H -6.94166 -4.98404 -0.68610 0.63 -0.04 0.14
H -0.63719 3.81640 -2.92227 0.16 -0.22 -0.15
H 4.53757 0.04682 4.00367 -0.02 -0.07 0.06
H -1.51201 0.62989 7.12816 -0.05 -0.06 0.21
H 1.63514 0.10480 7.02465 -0.12 -0.44 -0.09
H 7.13255 5.33892 -0.59615 -1.21 0.23 -1.24
H 8.44617 -2.41875 -4.21959 0.14 0.22 -0.41
H -3.91661 7.70351 -1.27353 -0.29 0.52 -0.30
H -4.52193 0.51047 8.55304 0.21 -0.07 0.03
H 8.55629 -3.22340 -2.69352 -0.16 -0.11 0.31
H -1.83934 5.13082 -0.00445 -0.47 0.70 -0.91
H 3.75539 7.94470 4.42656 0.06 -0.19 0.02
H -2.68390 3.47276 -1.70079 0.12 0.36 0.17
H 1.76313 -2.14167 4.89470 -0.54 -0.67 -0.45
H 1.06087 -1.53733 -1.52106 0.39 0.26 0.57
H -5.41127 -0.30835 -1.29469 0.40 -0.31 0.14
H -4.36231 1.18119 2.89570 -0.11 0.00 0.12
H 0.99773 -5.00607 -2.56875 -0.55 0.28 -0.50
H 4.49009 -1.99611 5.69004 0.76 0.39 0.00
H -5.41942 -1.88885 8.38831 0.25 -0.02 0.92
H 0.01175 9.12283 1.18228 0.20 0.36 -0.57
H -1.36623 -3.56466 2.92864 -0.08 -0.22 0.10
H -5.09154 9.53805 -2.92552 0.31 -0.41 0.22
H 2.18724 -8.76693 3.78326 -0.02 0.87 -0.98
H -3.37738 4.78159 -2.64746 -0.18 -0.17 0.11
H 3.36058 -1.82712 7.02394 0.23 0.16 -0.12
H -5.57969 -5.15789 2.78123 0.01 0.53 0.42
H -1.63947 -4.64799 -2.49376 0.04 -0.84 -0.15
H -1.49781 5.00630 -3.92453 0.08 -0.32 0.45
H 5.59556 -6.77238 -5.63414 0.62 0.17 -0.02
H -8.94437 -3.21062 -0.24214 -0.44 -0.20 0.35
H 3.19044 9.10854 3.21681 -0.30 -0.70 0.10
H 1.61721 -6.98603 1.38480 -0.18 0.59 -1.18
H 1.01677 -0.66475 1.27053 0.14 -0.59 -0.07
H -4.91695 -1.92695 6.81428 0.05 -0.37 -1.01
H -0.35584 -0.12040 -6.08980 -0.04 0.54 -0.13
H 8.72474 5.35889 -0.14613 -0.45 0.96 0.76
H 0.83448 -8.58414 1.45272 0.15 -0.54 -0.37